Entry 1:
This record from the OMol25 dataset describes the molecule C4H7ClN2. The level of theory is ωB97M-V/def2-TZVPD.

## Properties
charge	0
energy above the lowest of the compared OMol25 structures with the same formula, charge and spin	100.35	kcal per mole
total energy	-726.18063	Ha

The geometry in XYZ format:
```
14
Properties=species:S:1:pos:R:3:forces:R:3
C 0.29888 0.99790 0.56687 -0.659 1.398 -1.339
C -2.62649 0.39120 -1.14746 5.166 -0.893 3.447
C 1.00478 -0.06326 -0.28871 0.405 1.342 1.479
C 0.87262 -1.39235 0.35676 -1.566 -1.069 -1.838
N -1.08443 0.51675 0.70018 -0.291 0.204 1.125
N -1.91765 0.59528 -0.19084 -0.150 -0.403 -2.331
Cl 2.75141 0.43661 -0.42237 -0.328 -0.188 -0.027
H 0.73099 1.13900 1.54893 0.053 -0.891 0.369
H 0.40524 2.05255 0.20478 -0.407 -0.832 -0.538
H 0.64571 -0.18237 -1.27871 -0.424 0.645 -1.015
H -3.54744 0.57341 -1.42399 -4.233 1.364 -1.493
H 1.51012 -1.99345 -0.29509 -0.209 -0.817 0.625
H -0.23946 -1.73048 0.32012 2.045 0.450 0.000
H 1.19571 -1.34079 1.34951 0.598 -0.310 1.536
```
Forces are in eV/Å.

Löwdin population analysis, charges in e, atoms 1 to 2: number 1, C, carries -0.244; number 2, C, carries 0.138

Entry 2:
This record from the OMol25 dataset describes the molecule C2H2FN. The level of theory is ωB97M-V/def2-TZVPD.

## Properties
charge	0
energy above the lowest of the compared OMol25 structures with the same formula, charge and spin	57.04	kcal per mole
SMILES string	F[C@@H]1C=N1
total energy	-231.90738	Ha

The geometry in XYZ format:
```
6
Properties=species:S:1:pos:R:3:forces:R:3
F -2.10856 -0.13485 -0.17318 0.662 -0.020 -0.074
C -0.84654 -0.01085 0.27229 1.690 -2.554 -0.186
C 0.34655 -0.54100 -0.47187 -3.097 0.157 1.204
N 0.12812 -1.54644 0.23094 -0.317 1.665 -0.781
H -0.71769 0.05546 1.31071 -0.532 0.829 1.224
H 0.65658 -0.12671 -1.37678 1.594 -0.077 -1.388
```
Forces are in eV/Å.

Löwdin population analysis, charges in e, atoms 1 to 2: number 1, F, carries 0.024; number 2, C, carries -0.158